No. 1
Here is a cluster of 3 separate species, C20H48B2N3O9S in total in a non-equilibrium geometry from the Open Molecules 2025 dataset. Energies are from ωB97M-V/def2-TZVPD.

CARTESIAN COORDINATES (ANGSTROEM)
C1 1.385 -2.714 2.699
B1 0.310 -1.797 2.016
O1 -0.585 -1.132 2.849
C2 0.086 -1.573 0.466
O2 -0.577 -2.731 0.001
B2 -0.557 -2.589 -1.509
C3 -2.003 -2.337 -2.208
C4 -2.661 -0.960 -2.013
C5 -3.099 -0.675 -0.560
C6 -4.630 -0.714 -0.426
C7 -2.634 0.721 -0.072
O3 0.487 -1.512 -1.742
C8 1.210 -1.448 -0.574
S1 2.464 -2.781 -0.736
O4 1.907 -0.175 -0.475
N1 2.248 0.382 -1.708
O5 3.259 0.972 -1.610
H1 2.398 -2.413 2.437
H2 1.216 -3.747 2.388
H3 1.266 -2.666 3.781
H4 -1.492 -1.346 2.603
H5 -0.463 -0.639 0.286
H6 -0.118 -3.645 -1.998
H7 -2.677 -3.087 -1.779
H8 -1.910 -2.537 -3.278
H9 -3.568 -0.924 -2.632
H10 -2.027 -0.158 -2.393
H11 -2.714 -1.441 0.112
H12 -5.026 -1.728 -0.469
H13 -5.089 -0.075 -1.182
H14 -4.903 -0.283 0.542
H15 -1.821 1.112 -0.681
H16 -2.264 0.652 0.953
H17 -3.462 1.430 -0.089
H18 2.841 -2.986 0.528
C9 7.980 3.993 -6.773
O6 7.320 4.622 -5.697
C10 5.911 4.415 -5.659
C11 5.501 3.499 -4.527
N2 5.930 2.130 -4.764
C12 5.797 1.235 -3.611
C13 6.563 1.567 -2.338
O7 7.974 1.429 -2.434
C14 8.652 2.522 -3.010
H19 8.988 4.403 -6.821
H20 8.060 2.909 -6.635
H21 7.474 4.190 -7.723
H22 5.548 4.035 -6.619
H23 5.453 5.395 -5.492
H24 4.411 3.516 -4.440
H25 5.917 3.918 -3.600
H26 6.897 2.135 -5.062
H27 6.121 0.245 -3.941
H28 4.739 1.152 -3.361
H29 6.248 0.842 -1.586
H30 6.307 2.556 -1.939
H31 8.169 3.474 -2.770
H32 8.736 2.426 -4.097
H33 9.665 2.535 -2.602
C15 -2.667 -1.249 5.082
O8 -3.512 -1.730 4.052
C16 -4.327 -2.839 4.396
C17 -5.783 -2.437 4.481
N3 -6.033 -1.570 5.625
C18 -7.338 -0.918 5.624
C19 -7.696 0.006 4.464
O9 -6.962 1.213 4.420
C20 -5.680 1.126 3.819
H34 -1.963 -0.571 4.613
H35 -3.214 -0.696 5.856
H36 -2.108 -2.063 5.551
H37 -3.986 -3.302 5.327
H38 -4.223 -3.577 3.596
H39 -6.397 -3.338 4.577
H40 -6.039 -1.956 3.528
H41 -5.316 -0.858 5.658
H42 -7.401 -0.327 6.542
H43 -8.109 -1.694 5.695
H44 -8.739 0.304 4.608
H45 -7.650 -0.503 3.494
H46 -5.661 0.396 3.006
H47 -4.906 0.875 4.549
H48 -5.443 2.107 3.411

Atoms 1-3, force components in eV/Å:
C -0.1737 0.3959 0.2182
B 0.0042 0.3327 -0.1440
O 0.0750 -0.8009 0.4139

Total charge ... -1
Electronic energy ... -2080.1110 Ha
LUMO level ... 2.39 eV
HOMO level ... -4.60 eV

No. 2
Here is a cluster of 4 separate species, C42H55BrF16NO13 in total in a non-equilibrium geometry from the Open Molecules 2025 dataset. Energies are from ωB97M-V/def2-TZVPD.

CARTESIAN COORDINATES (ANGSTROEM)
C1 -4.823 4.606 2.657
C2 -3.546 4.233 2.462
C3 -3.114 2.803 2.353
O1 -2.489 2.269 3.251
O2 -3.419 2.145 1.202
C4 -4.489 1.200 1.366
C5 -4.145 -0.138 0.705
C6 -5.162 -0.554 -0.370
C7 -6.394 -1.257 0.266
C8 -6.859 -2.525 -0.463
C9 -6.249 -3.865 0.071
C10 -4.818 -3.777 0.537
C11 -3.822 -3.604 -0.378
Br1 -4.248 -3.587 -2.237
C12 -2.505 -3.466 -0.019
C13 -1.423 -3.223 -1.025
C14 -1.648 -1.879 -1.776
C15 -0.512 -0.906 -1.588
F1 0.646 -1.597 -1.807
F2 -0.445 -0.458 -0.326
C16 -0.474 0.246 -2.636
F3 0.714 0.844 -2.544
F4 -0.580 -0.333 -3.837
C17 -1.545 1.334 -2.393
F5 -2.750 0.793 -2.115
F6 -1.173 1.961 -1.271
C18 -1.680 2.426 -3.514
F7 -1.420 3.619 -2.962
F8 -0.774 2.276 -4.477
C19 -3.115 2.572 -4.110
F9 -3.012 3.567 -5.004
F10 -3.976 2.991 -3.190
C20 -3.662 1.329 -4.889
F11 -2.696 0.548 -5.349
F12 -4.349 1.779 -5.941
F13 -4.525 0.630 -4.159
C21 -2.217 -3.527 1.333
C22 -0.787 -3.339 1.700
C23 0.058 -4.366 1.846
C24 -3.199 -3.739 2.233
C25 -2.806 -3.795 3.683
C26 -3.121 -2.434 4.415
C27 -1.860 -1.708 4.801
F14 -1.002 -2.477 5.465
F15 -1.260 -1.163 3.742
F16 -2.183 -0.690 5.614
N1 -4.480 -3.867 1.837
C28 -5.532 -4.127 2.843
C29 -6.181 -2.870 3.437
O3 -7.527 -2.833 2.926
C30 -8.454 -2.282 3.778
O4 -9.620 -2.258 3.456
H1 -5.439 4.118 3.409
H2 -5.233 5.441 2.102
H3 -2.795 5.018 2.422
H4 -5.394 1.654 0.956
H5 -4.668 1.076 2.436
H6 -4.105 -0.879 1.508
H7 -3.135 -0.032 0.305
H8 -5.495 0.376 -0.830
H9 -4.684 -1.128 -1.157
H10 -7.216 -0.544 0.216
H11 -6.200 -1.404 1.322
H12 -6.721 -2.386 -1.530
H13 -7.932 -2.608 -0.302
H14 -6.936 -4.241 0.819
H15 -6.284 -4.572 -0.756
H16 -0.435 -3.281 -0.590
H17 -1.488 -4.038 -1.748
H18 -1.866 -2.093 -2.814
H19 -2.558 -1.432 -1.381
H20 -0.392 -2.341 1.869
H21 -0.191 -5.277 2.381
H22 1.065 -4.271 1.456
H23 -1.745 -3.978 3.802
H24 -3.308 -4.601 4.209
H25 -3.663 -1.813 3.710
H26 -3.743 -2.610 5.286
H27 -6.299 -4.767 2.436
H28 -5.120 -4.692 3.669
H29 -5.665 -1.964 3.125
H30 -6.223 -2.886 4.525
H31 -8.122 -1.849 4.736
C31 3.727 -0.882 -2.082
C32 4.257 -2.134 -1.420
O5 5.666 -2.046 -1.184
C33 6.028 -1.301 -0.140
O6 5.286 -0.724 0.613
O7 7.358 -1.287 -0.086
C34 7.890 -0.442 0.936
H32 4.290 -0.660 -2.991
H33 2.679 -0.994 -2.336
H34 3.827 -0.019 -1.423
H35 4.116 -2.989 -2.080
H36 3.729 -2.352 -0.490
H37 7.462 -0.677 1.908
H38 7.710 0.602 0.685
H39 8.962 -0.615 0.976
C35 5.235 3.324 -7.426
C36 6.616 2.730 -7.251
O8 7.135 2.975 -5.936
C37 6.647 2.198 -4.974
O9 5.840 1.315 -5.110
O10 7.201 2.573 -3.819
C38 6.700 1.870 -2.684
H40 5.241 4.385 -7.172
H41 4.897 3.208 -8.455
H42 4.513 2.837 -6.770
H43 7.313 3.207 -7.938
H44 6.625 1.662 -7.466
H45 6.771 0.792 -2.823
H46 5.668 2.161 -2.491
H47 7.310 2.152 -1.830
C39 6.182 4.499 1.604
C40 6.708 3.234 2.250
O11 8.122 3.309 2.478
C41 8.493 4.039 3.530
O12 7.759 4.608 4.293
O13 9.825 4.035 3.584
C42 10.372 4.853 4.621
H48 6.742 4.724 0.695
H49 5.127 4.389 1.353
H50 6.289 5.354 2.270
H51 6.557 2.389 1.580
H52 6.183 3.010 3.178
H53 9.939 4.604 5.587
H54 10.208 5.905 4.393
H55 11.440 4.658 4.648

Atoms 1-3, force components in eV/Å:
C 0.2777 -0.2032 0.1214
C -0.5859 0.0554 -0.5951
C 1.4998 -0.1141 3.0166

Total charge ... +1
Electronic energy ... -6837.8408 Ha
LUMO level ... -3.97 eV
HOMO level ... -11.06 eV

No. 3
Here is a cluster of 2 separate species, C12H20N2O7P in total in a non-equilibrium geometry from the Open Molecules 2025 dataset. Energies are from ωB97M-V/def2-TZVPD.

CARTESIAN COORDINATES (ANGSTROEM)
C1 2.502 -1.914 -0.285
C2 1.124 -1.806 0.364
O1 0.192 -2.884 -0.016
P1 -0.385 -2.746 -1.528
O2 0.084 -3.875 -2.341
C3 -2.231 -2.832 -1.452
C4 -2.770 -2.624 -0.014
N1 -3.930 -1.671 0.084
N2 -3.714 -0.351 -0.387
O3 0.101 -1.399 -2.286
C5 -0.783 -0.261 -2.033
C6 0.001 1.053 -2.026
H1 2.827 -2.951 -0.389
H2 3.191 -1.383 0.373
H3 2.550 -1.405 -1.244
H4 1.259 -1.871 1.442
H5 0.719 -0.820 0.156
H6 -2.484 -3.841 -1.770
H7 -2.712 -2.158 -2.162
H8 -1.982 -2.345 0.688
H9 -3.146 -3.594 0.322
H10 -4.762 -2.073 -0.344
H11 -4.141 -1.580 1.079
H12 -2.846 0.038 -0.047
H13 -3.815 -0.277 -1.386
H14 -1.565 -0.273 -2.801
H15 -1.178 -0.385 -1.013
H16 0.856 1.009 -1.334
H17 0.267 1.357 -3.036
H18 -0.677 1.812 -1.622
C7 2.107 4.716 1.405
C8 2.447 4.862 2.746
C9 2.684 3.529 3.489
O4 3.060 3.473 4.657
C10 2.440 2.292 2.767
C11 2.093 2.162 1.445
C12 1.958 3.489 0.676
O5 1.717 3.520 -0.543
O6 1.874 1.081 0.806
O7 2.577 5.927 3.383
H19 1.931 5.603 0.803
H20 2.562 1.398 3.375

Atoms 1-3, force components in eV/Å:
C -0.1951 0.0359 0.1571
C 1.2320 0.4647 0.5382
O -1.2169 1.3748 -1.4849

Total charge ... -1
Electronic energy ... -1446.7256 Ha
LUMO level ... -0.27 eV
HOMO level ... -1.97 eV

No. 4
Here is the molecule C4H6N2 in a non-equilibrium geometry from the Open Molecules 2025 dataset. Energies are from ωB97M-V/def2-TZVPD.

CARTESIAN COORDINATES (ANGSTROEM)
N1 0.098 0.982 -1.790
C1 -0.046 0.308 -0.574
C2 -0.870 -0.737 -0.287
N2 -0.781 -1.045 1.089
C3 0.123 -0.114 1.622
C4 0.628 0.677 0.651
H1 -0.168 0.416 -2.585
H2 1.028 1.357 -1.923
H3 -1.582 -1.242 -0.930
H4 -0.144 -1.833 1.275
H5 0.299 -0.177 2.688
H6 1.417 1.408 0.762

Atoms 1-3, force components in eV/Å:
N 0.0655 -0.0246 -0.1035
C -0.0452 -0.1930 0.1321
C 0.2267 0.0279 -0.2211

Electronic energy ... -265.4920 Ha
LUMO level ... 1.12 eV
HOMO level ... -7.92 eV
SMILES ... Nc1cc[nH]c1
Energy relative to the best compared isomer or geometry (same formula, charge and spin) ... 114.3 kJ/mol